ORCA calculation (wB97M-V/def2-TZVPD) on a molecular structure, C30H27N4O10S2Ti.

XYZ file:
```
74
Properties=species:S:1:pos:R:3:forces:R:3
Ti -0.6223 -0.0170 0.6066 -0.22 0.25 -0.22
O 3.1006 -1.3822 1.7092 -0.01 -0.12 -0.07
C 1.9317 -0.7073 1.6929 -0.02 0.34 -0.05
O 1.3878 -0.4113 0.5609 0.39 -0.64 0.14
C 1.3079 -0.2708 2.8663 -0.05 0.14 0.11
C 1.7217 -0.3751 4.2163 -0.03 -0.01 -0.03
C 0.8846 0.1145 5.1858 -0.02 0.03 0.03
C -0.3666 0.6832 4.8543 0.08 -0.02 0.18
C -0.7114 0.7364 3.5242 0.08 -0.02 -0.22
N 0.1050 0.3102 2.5686 0.22 -0.08 0.45
C -2.0351 1.2244 2.9511 0.10 -0.06 -0.22
O -2.8581 1.7583 3.6782 -0.06 0.03 0.01
O -2.1205 1.0002 1.6849 -0.08 0.17 0.38
H 3.0561 -1.9835 0.9489 0.03 0.03 0.07
H 2.6708 -0.8366 4.4553 -0.04 0.01 0.00
H 1.1815 0.0513 6.2264 0.00 -0.01 -0.01
H -1.0606 1.0455 5.5991 0.02 -0.01 -0.02
O 0.3927 -2.6457 -3.2450 0.11 0.02 0.06
S 0.3701 -2.6353 -1.8112 -1.14 -0.61 0.06
O 1.8097 -2.9041 -1.3023 0.49 0.18 0.07
O -0.2276 -1.5074 -1.1682 0.39 0.33 -0.21
C -0.6088 -4.0320 -1.2612 0.03 0.19 -0.10
C -0.8508 -4.9828 -2.2371 -0.12 -0.13 -0.01
C -1.8004 -5.9777 -2.0227 0.21 0.04 -0.29
C -2.5223 -5.9940 -0.8505 -0.19 -0.09 0.16
C -2.2739 -5.0517 0.1377 0.13 0.04 -0.02
C -1.3120 -4.0705 -0.0461 -0.02 -0.12 0.04
S -0.9014 -3.0897 1.4071 0.11 0.18 -0.30
O -1.4945 -3.7773 2.5173 -0.30 0.00 0.07
O 0.5401 -3.0899 1.3585 0.22 0.20 0.08
O -1.5042 -1.7407 1.1916 0.04 -1.14 0.42
H -0.3196 -4.9145 -3.1762 -0.02 -0.01 0.00
H -1.9835 -6.7204 -2.7895 0.02 0.03 0.01
H -3.2809 -6.7517 -0.6903 0.04 0.03 0.01
H -2.7928 -5.0819 1.0867 0.02 0.01 -0.04
C -3.9089 -0.0627 -2.4578 -0.04 0.15 -0.09
C -3.8930 1.2663 -2.8931 0.03 -0.12 0.05
C -3.0039 2.1528 -2.3174 -0.04 0.03 -0.05
C -2.1230 1.6995 -1.3295 -0.01 0.19 0.10
C -2.0737 0.3700 -0.9146 -0.43 0.17 -0.40
C -3.0143 -0.4930 -1.4944 0.18 0.00 0.02
C -1.2376 2.6251 -0.5979 -0.39 0.27 -0.28
C -1.5934 4.0048 -0.4669 -0.23 -0.37 -0.32
C -0.8613 4.8220 0.3096 0.18 0.22 0.21
C 0.3252 4.3264 0.9059 0.00 0.18 0.00
C 1.1819 5.1562 1.6683 -0.20 0.02 -0.10
C 2.3594 4.6790 2.1563 0.21 -0.34 -0.01
C 2.7300 3.3412 1.8714 0.09 0.36 0.18
C 1.9085 2.5202 1.1589 -0.20 -0.12 -0.11
C 0.6559 2.9791 0.6826 0.14 -0.24 -0.01
N -0.1795 2.1122 -0.0039 0.36 0.68 0.16
H -4.6231 -0.7583 -2.8867 0.01 0.02 0.00
H -4.5729 1.6002 -3.6672 -0.01 -0.01 -0.01
H -2.9895 3.1871 -2.6488 -0.02 -0.04 0.01
H -3.0399 -1.5347 -1.1855 0.00 0.01 0.01
H -2.4989 4.3510 -0.9436 0.00 -0.02 0.04
H -1.1583 5.8518 0.4800 0.03 -0.03 0.00
H 0.8809 6.1830 1.8469 0.00 -0.03 -0.01
H 3.0096 5.3160 2.7433 0.01 -0.04 -0.02
H 3.6790 2.9559 2.2252 -0.01 0.04 0.01
H 2.2041 1.5088 0.9339 -0.04 0.04 -0.01
N 3.1953 -0.9983 -3.0264 -0.33 0.08 0.28
C 3.3119 0.1741 -2.1246 -0.07 -0.07 -0.17
C 2.5324 1.3870 -2.6284 -0.09 -0.03 0.05
N 1.1626 0.9601 -2.9202 0.20 -0.07 -0.04
H 3.9290 -0.9923 -3.7258 0.04 -0.07 0.14
H 2.3241 -0.8739 -3.5447 -0.05 -0.11 0.02
H 2.4097 -2.3063 -1.8404 0.28 -0.10 -0.25
H 4.3679 0.4030 -1.9828 0.01 0.11 0.03
H 2.8991 -0.0979 -1.1507 0.02 -0.01 0.01
H 2.9900 1.7705 -3.5452 -0.03 0.02 -0.05
H 2.5864 2.1801 -1.8725 0.07 0.01 0.06
H 0.7632 0.5267 -2.0941 -0.15 -0.01 0.09
H 0.5515 1.7346 -3.1467 0.09 0.03 -0.05
```
Forces are in eV/Å.

Gap between HOMO and LUMO (alpha / beta) = 5.64 / 8.04 eV
Total charge = -1
Expectation value of S² = 2.019
HOMO level (alpha / beta) = -3.186 / -5.661 eV
Relative energy (zero: lowest compared OMol25 entry of this formula, charge and spin) = 119.1 kJ/mol
Spin multiplicity = 3

=====

ORCA calculation (wB97M-V/def2-TZVPD) on a molecular structure, C30H28As2CaN2O4S2Se.

XYZ file:
```
70
Properties=species:S:1:pos:R:3:forces:R:3
Ca -0.2449 -0.2762 0.0349 0.02 -0.04 0.08
S -0.7856 -2.4314 -7.0130 -0.01 -0.02 0.02
C -2.2632 -1.8318 -7.6285 0.01 0.01 -0.03
C -3.0408 -1.2970 -6.6482 0.04 -0.04 0.02
C -2.4361 -1.3756 -5.3647 -0.07 0.03 0.03
C -1.2094 -1.9737 -5.4044 0.11 -0.02 0.00
C -0.3252 -2.2424 -4.2685 -0.06 0.03 -0.04
C -0.3739 -1.3822 -3.1463 0.02 0.00 -0.01
N 0.3386 -1.5720 -2.0581 -0.04 0.07 0.05
C 1.1719 -2.6344 -1.9986 0.01 0.03 0.08
C 1.3297 -3.5169 -3.0701 0.03 -0.03 0.02
C 2.2459 -4.6175 -2.9577 -0.04 0.04 -0.04
C 2.9460 -4.8243 -1.8260 0.02 0.02 0.07
C 2.7842 -3.9531 -0.6954 0.00 -0.03 -0.04
C 3.4754 -4.1546 0.5052 0.06 -0.05 -0.02
C 3.2789 -3.3086 1.5720 0.02 -0.02 0.02
C 2.3794 -2.2447 1.3827 -0.01 0.01 0.00
N 1.7193 -2.0150 0.2675 -0.05 0.00 0.01
C 1.9072 -2.8601 -0.7757 -0.03 0.05 -0.04
C 3.9585 -3.5132 2.8573 -0.03 0.09 -0.01
C 4.3135 -4.6963 3.4367 0.01 -0.08 0.04
C 4.9578 -4.5311 4.6918 -0.01 0.04 -0.02
C 5.0794 -3.2227 5.0427 0.00 0.00 0.02
S 4.4180 -2.1863 3.8564 0.00 -0.01 -0.03
C 0.5496 -3.2990 -4.2181 -0.01 -0.04 -0.06
H -2.4728 -1.9020 -8.6836 -0.01 0.02 0.00
H -4.0160 -0.8695 -6.8274 0.00 0.00 0.00
H -2.8984 -1.0474 -4.4393 -0.01 0.00 -0.01
H -1.0245 -0.5168 -3.1480 0.00 0.00 0.02
H 2.3601 -5.2823 -3.8049 -0.01 0.01 -0.01
H 3.6354 -5.6550 -1.7435 0.00 0.00 0.01
H 4.1785 -4.9760 0.5823 -0.01 0.00 0.01
H 2.1888 -1.5613 2.2026 0.00 -0.01 0.01
H 4.0938 -5.6599 2.9983 0.00 0.02 -0.02
H 5.3053 -5.3481 5.3059 0.00 0.00 0.00
H 5.5223 -2.8080 5.9334 0.00 -0.02 0.00
H 0.6225 -3.9906 -5.0502 0.01 0.00 0.01
C -3.2239 3.2754 1.3128 -0.06 -0.02 0.00
As -1.5162 2.3643 1.3916 0.06 0.02 -0.06
C -0.5292 3.4360 0.0760 -0.01 0.00 0.00
C -0.7199 3.1898 2.9847 0.06 -0.03 0.00
C -1.2487 4.3360 3.5748 0.00 -0.01 -0.01
C -0.6562 4.9042 4.6919 -0.01 0.00 -0.01
C 0.4819 4.3311 5.2396 0.01 0.00 0.02
C 1.0160 3.1882 4.6670 -0.02 0.00 -0.02
C 0.4228 2.6122 3.5459 -0.01 0.01 -0.01
As 1.1680 0.9625 2.8058 0.06 0.03 0.00
C 0.9502 -0.1477 4.4023 -0.05 -0.05 -0.03
C 3.0760 1.3682 2.9443 0.00 -0.01 -0.02
H -3.1025 4.3531 1.2104 0.01 0.00 0.00
H -3.7946 3.0407 2.2105 -0.01 0.01 -0.01
H -3.7469 2.8545 0.4563 -0.01 0.00 -0.01
H -0.6339 4.5011 0.2804 -0.01 0.00 0.02
H -0.9276 3.1882 -0.9062 0.00 0.00 -0.01
H 0.5320 3.1776 0.1107 0.00 0.01 -0.01
H -2.1379 4.7906 3.1577 0.00 0.01 0.01
H -1.0832 5.7949 5.1350 0.00 0.00 0.00
H 0.9484 4.7676 6.1134 0.00 0.00 0.00
H 1.8986 2.7428 5.1101 0.01 0.00 0.01
H 1.3852 0.3483 5.2688 0.00 0.02 0.00
H 1.4207 -1.1216 4.2729 0.02 0.00 0.00
H -0.1170 -0.2918 4.5657 0.01 -0.01 0.03
H 3.3699 1.5679 3.9729 0.02 0.00 0.00
H 3.2879 2.2420 2.3298 0.02 0.01 0.01
H 3.6564 0.5264 2.5678 0.00 0.01 0.00
O -3.4056 -0.9819 -2.3268 0.10 0.00 0.02
Se -2.9613 -0.1364 -1.0227 -0.20 0.18 -0.05
O -2.2737 -1.1322 0.1364 0.05 -0.14 0.03
O -1.6004 0.7973 -1.3963 -0.05 -0.02 -0.03
O -4.1103 0.7944 -0.3813 0.07 -0.06 -0.04
```
Forces are in eV/Å.

Gap between HOMO and LUMO = 7.36 eV
HOMO level = -8.280 eV
Relative energy (zero: lowest compared OMol25 entry of this formula, charge and spin) = 16.7 kJ/mol
Spin multiplicity = 1

=====

ORCA calculation (wB97M-V/def2-TZVPD) on 5 unconnected molecules or ions with the total composition C30H28B2Br2FNO13PS.

XYZ file:
```
79
Properties=species:S:1:pos:R:3:forces:R:3
C 1.4802 0.5832 -6.2135 -0.54 1.17 0.54
C 1.0873 0.9391 -4.6996 0.23 -2.62 0.18
Br 0.7511 2.8826 -4.3885 0.43 -1.95 -0.28
C 0.9573 -0.0278 -3.6858 0.60 3.12 -0.71
Br 1.2646 -1.9374 -4.0710 -0.28 1.47 0.22
C 0.5217 0.3836 -2.2060 0.78 -1.54 0.62
S -1.3237 0.7649 -2.4648 -0.49 0.35 -0.53
O 1.3028 1.3504 -1.5320 -0.21 -1.66 -2.42
B 1.0145 1.3374 -0.0539 -1.05 1.02 -0.19
N 2.1831 1.5172 0.8991 0.51 -1.02 0.40
B 0.2192 2.8364 0.1253 -2.04 1.04 -0.07
O 0.0081 3.5018 1.4014 1.65 0.51 -1.26
O -0.2650 3.5379 -1.0677 1.50 0.16 1.62
O 0.1648 0.1073 0.0692 -0.45 -2.95 -1.30
C 0.4425 -0.7535 -1.0570 -0.35 1.77 -0.70
F -0.5941 -1.6892 -1.4213 1.17 1.02 1.35
P 2.0285 -1.6342 -0.4912 0.95 -0.56 0.94
C 1.5372 -3.4849 -0.4682 0.45 -0.30 -0.21
O 3.3285 -1.4050 -1.6024 -0.86 -0.39 0.55
H 1.2593 -0.4966 -6.4750 0.51 1.27 0.59
H 2.5731 0.8699 -6.3980 -1.45 -0.62 0.28
H 0.8725 1.2242 -6.9443 0.89 -0.98 1.59
H -1.6544 -0.1662 -3.4532 0.75 0.70 0.97
H 1.7772 1.6098 1.8433 0.25 0.09 -0.75
H 2.7903 0.6879 0.9602 -0.22 0.37 -0.06
H 0.7841 4.1189 1.4809 -1.12 -0.59 0.37
H 0.2764 4.3545 -1.1446 -0.83 -0.45 0.00
H 2.1712 -4.0143 0.3220 -0.74 0.87 -1.09
H 0.4606 -3.5779 -0.1153 1.35 0.22 -0.71
H 1.7198 -4.0024 -1.4622 -0.51 0.59 1.10
H 4.0260 -0.9375 -1.0958 -0.86 -0.35 -0.39
C -1.8092 -6.4839 2.6264 -0.25 -0.21 0.13
C -3.1002 -6.4812 2.9569 0.25 -0.18 -0.01
C -3.9125 -5.2481 2.8669 -0.25 0.24 -0.01
O -5.0921 -5.2461 3.1715 0.18 -0.09 0.05
C -3.2386 -4.0210 2.3954 0.20 0.00 -0.22
C -1.9472 -4.0230 2.0649 -0.31 0.17 -0.13
C -1.1350 -5.2547 2.1545 0.36 0.22 -0.09
O 0.0416 -5.2572 1.8512 -0.25 -0.16 0.15
H -1.1990 -7.3766 2.6865 0.03 0.02 -0.02
H -3.6100 -7.3719 3.3036 -0.04 0.02 -0.01
H -3.8481 -3.1282 2.3352 -0.01 -0.02 0.01
H -1.4380 -3.1317 1.7185 0.03 -0.01 0.01
C 3.8608 4.4056 6.3290 -0.04 0.28 -0.14
C 3.2771 5.0564 5.3228 0.21 0.04 0.29
C 2.3811 4.3581 4.3757 -0.23 0.05 -0.38
O 1.8499 4.9478 3.4576 0.20 0.09 0.18
C 2.1564 2.9125 4.5881 -0.01 -0.37 0.11
C 2.7406 2.2617 5.5949 -0.15 0.07 -0.19
C 3.6361 2.9590 6.5419 0.10 -0.29 0.21
O 4.1685 2.3669 7.4625 -0.07 0.16 -0.12
H 4.5201 4.9000 7.0316 0.01 -0.05 0.02
H 3.4299 6.1150 5.1529 -0.03 -0.01 -0.04
H 1.4967 2.4188 3.8850 -0.03 0.10 -0.05
H 2.5876 1.2032 5.7645 0.04 0.01 0.01
C -1.3233 2.9804 -11.1675 0.02 -0.29 0.10
C -0.7112 2.0796 -10.3987 -0.25 0.06 -0.20
C 0.4522 2.4481 -9.5637 0.17 -0.25 0.25
O 1.0125 1.6269 -8.8636 -0.09 0.31 -0.78
C 0.9091 3.8535 -9.6128 0.02 0.31 -0.09
C 0.2968 4.7543 -10.3817 0.21 -0.09 0.19
C -0.8664 4.3860 -11.2168 -0.17 0.27 -0.19
O -1.4268 5.2076 -11.9172 0.10 -0.16 0.11
H -2.1758 2.7282 -11.7857 0.00 0.05 0.00
H -1.0331 1.0468 -10.3501 0.04 0.01 0.04
H 1.7614 4.1055 -8.9943 -0.02 -0.05 0.04
H 0.6187 5.7870 -10.4299 -0.04 0.00 -0.02
C -3.9434 -3.4905 7.5903 0.06 -0.23 -0.21
C -3.2598 -3.8364 6.4995 -0.20 -0.09 0.22
C -2.3061 -2.9018 5.8639 0.21 -0.05 -0.31
O -1.6838 -3.2156 4.8681 -0.06 0.01 0.38
C -2.1389 -1.5703 6.4851 -0.05 0.25 0.20
C -2.8227 -1.2245 7.5762 0.20 0.05 -0.21
C -3.7763 -2.1589 8.2119 -0.19 0.13 0.30
O -4.3991 -1.8452 9.2084 0.12 -0.08 -0.18
H -4.6461 -4.1613 8.0683 -0.01 0.04 0.02
H -3.3698 -4.8073 6.0321 0.01 0.02 -0.03
H -1.4363 -0.8995 6.0067 -0.01 -0.04 -0.05
H -2.7130 -0.2539 8.0433 -0.03 -0.02 0.02
```
Forces are in eV/Å.

Gap between HOMO and LUMO = 4.27 eV
Total charge = -1
HOMO level = -4.468 eV
Spin multiplicity = 1

=====

Values of strongest force on any atom, in order: 1.3, 0.3, 3.3, all in eV/Å.